# 1
The following is a quantum chemistry calculation of a 2-piece molecular cluster, C8H8O4 overall at a distorted geometry, from the Open Molecules 2025 dataset.

Results
Relative energy (zero: lowest compared OMol25 entry of this formula, charge and spin), kcal per mole: 99.5
F_max, eV Å⁻¹: 5.6
Net charge: 0
E_LUMO, eV: -0.8
Highest occupied orbital energy, eV: -10.57
M, g mol⁻¹: 168.1

The geometry in XYZ format:
```
20
Properties=species:S:1:pos:R:3:forces:R:3:nbo_charge:R:1
C -0.81143 -4.51189 1.83017 -0.7 0.2 -0.1 1.04
C -0.25015 -0.89628 3.08774 0.4 0.1 0.5 0.33
C -1.62967 -1.44548 1.17336 0.3 -0.3 3.0 0.83
C 0.05468 0.30257 0.77970 -3.7 -1.6 -0.5 -0.22
C -0.43489 -0.45412 -0.50042 1.0 -1.4 1.0 0.11
C -0.48929 -0.62290 1.85630 -0.5 -0.4 -1.5 -0.56
C -0.73524 1.58170 0.86122 2.4 -1.5 1.6 -0.60
C 0.69102 -1.43498 -0.94074 -2.3 0.4 -5.1 -0.66
O -1.18309 -4.83525 2.85819 -0.2 -0.7 1.8 -0.49
O -0.52851 -4.17813 0.77159 1.0 0.4 -1.7 -0.54
O -2.36377 -2.16662 1.79945 0.0 0.4 -1.3 -0.57
O -1.60955 -1.18514 -0.10839 -0.3 -0.6 -0.4 -0.47
H 1.08269 0.23496 0.74163 2.3 1.0 0.2 0.24
H -0.90068 0.20158 -1.20543 0.8 0.5 -1.0 0.21
H -0.37971 2.11198 1.66284 1.2 1.7 2.0 0.22
H -1.71031 1.49076 1.14101 -2.9 -1.0 0.1 0.22
H -0.61369 2.14029 0.04440 0.3 2.2 -3.4 0.21
H 1.53817 -0.85625 -1.37716 -0.3 -0.6 0.9 0.23
H 0.31250 -2.08651 -1.90486 0.6 1.7 2.1 0.22
H 0.85872 -2.22709 -0.27763 0.8 -0.6 1.6 0.24
```
Positions in Å, forces in eV/Å.

# 2
The following is a quantum chemistry calculation of a 2-piece molecular cluster, C12H26N3O2P overall at a distorted geometry, from the Open Molecules 2025 dataset.

Results
Relative energy (zero: lowest compared OMol25 entry of this formula, charge and spin), kcal per mole: 0.0
F_max, eV Å⁻¹: 2.1
Net charge: 0
E_LUMO, eV: -0.4
Highest occupied orbital energy, eV: -5.33
M, g mol⁻¹: 275.3

The geometry in XYZ format:
```
44
Properties=species:S:1:pos:R:3:forces:R:3:nbo_charge:R:1
C 2.80659 -0.50574 0.80520 -0.2 -0.2 -0.9 -0.60
C 2.11240 -0.36055 -0.57643 0.6 -0.4 1.3 -0.43
C 1.02717 -1.41233 -0.80636 -0.6 1.1 0.5 -0.38
C -0.16431 -0.65255 -1.48799 0.3 -0.9 -0.8 -0.29
C -0.73874 -1.34634 -2.75491 0.3 0.4 0.1 -0.61
C -1.16861 -0.25391 -0.47009 1.1 0.7 -1.0 0.20
N -1.15540 1.10116 -0.13967 0.0 -1.0 -0.3 -0.51
C -2.05486 1.30653 0.79980 0.2 2.1 -0.2 0.60
N -2.24538 2.56458 1.35281 0.5 -0.9 0.8 -0.57
C -0.94963 3.02905 1.97002 0.0 -0.2 0.4 -0.23
C -0.35036 2.02462 2.96819 0.0 -0.1 0.1 -0.65
N -2.65289 0.16806 1.05934 -0.8 -1.2 0.4 -0.50
C -2.10223 -0.87179 0.26553 0.3 -0.3 0.7 -0.26
P -2.64653 -2.62548 0.29103 -1.7 -0.4 -0.4 1.10
C -1.23946 -3.71386 -0.12237 0.6 0.2 0.5 -0.98
O -2.88296 -2.90811 1.91819 0.7 0.8 -0.4 -0.95
H 3.60644 -1.24160 0.70449 0.1 0.1 0.4 0.20
H 3.19931 0.46401 1.10592 0.2 -0.1 0.0 0.22
H 2.09388 -0.84676 1.56298 0.1 0.0 0.0 0.17
H 1.67800 0.64282 -0.57775 0.3 0.0 -0.5 0.24
H 2.87540 -0.43093 -1.34871 -0.1 0.4 -0.2 0.22
H 0.70170 -1.70062 0.19638 -0.1 -0.4 -0.1 0.18
H 1.33674 -2.30602 -1.34687 0.1 0.1 -0.1 0.21
H 0.27686 0.29033 -1.82159 -0.1 -0.1 -0.2 0.26
H -1.82648 -1.42057 -2.77140 0.0 -0.3 0.1 0.21
H -0.24936 -2.30770 -2.89963 -0.3 -0.2 0.0 0.21
H -0.46011 -0.74960 -3.62429 -0.1 0.0 0.0 0.24
H -0.50195 1.75080 -0.57562 0.1 0.3 0.0 0.49
H -2.90116 2.48593 2.12483 -0.2 0.1 -0.2 0.37
H -0.22694 3.23635 1.18462 -0.1 0.3 -0.1 0.24
H -1.17990 3.93544 2.52320 -0.1 0.2 -0.4 0.22
H -1.11448 1.37587 3.40943 0.0 0.0 -0.1 0.19
H 0.42357 1.38939 2.53361 -0.1 0.0 -0.1 0.23
H 0.11046 2.54319 3.80886 0.1 0.1 -0.1 0.24
H -3.40098 0.06372 1.72677 0.0 -0.1 0.0 0.44
H -0.43328 -3.70560 0.61607 0.0 0.1 0.0 0.23
H -0.80704 -3.52829 -1.10082 -0.1 0.2 -0.1 0.26
H -1.65646 -4.72209 -0.13107 -0.2 0.1 0.0 0.26
H -2.14038 -2.51393 2.39986 -0.1 -0.4 0.3 0.48
C 2.97935 2.36046 -2.53455 0.4 -0.3 -0.5 -0.20
O 2.00118 2.73271 -1.67902 -0.6 -0.3 0.4 -1.00
H 3.96917 2.08396 -2.08298 -0.1 0.1 0.3 0.08
H 2.77160 1.45772 -3.17592 -0.2 0.0 0.1 0.07
H 3.28008 3.11766 -3.29908 -0.2 0.2 0.1 0.10
```
Positions in Å, forces in eV/Å.

| no. | Kohn-Sham gap (eV) |
| --- | --- |
| 1 | 9.78 |
| 2 | 4.88 |